A structure of composition C25H51AlO19, computed with ωB97M-V/def2-TZVPD.

For the total energy, the calculation gives -2654.3042 Ha. The total charge is +2. The spin multiplicity is 1.

Last column: Löwdin charge in e.
Element x y z (Å)
Al 0.10821 4.00240 0.81699  1.1380
C 0.29246 -0.22035 -0.30710  -0.0222
O 0.18106 1.20455 -0.21402  0.0164
H 1.15971 -0.67015 0.17628  0.1426
H -0.38491 -0.74318 0.36811  0.1360
H 0.26739 -0.62416 -1.31923  0.1093
C -3.57597 0.16054 -2.58845  -0.0301
C -3.00867 1.16233 -1.65744  -0.1975
O -3.94658 2.20302 -1.23528  0.0564
C -3.61979 3.46630 -0.83573  -0.4953
O -2.47561 3.85374 -0.67470  0.0076
O -4.79031 4.17185 -0.70454  0.0242
C -4.66230 5.57849 -0.48308  -0.0352
H -2.73589 -0.38764 -3.01492  0.0734
H -4.08152 0.69867 -3.39028  0.1036
H -4.33111 -0.49039 -2.14782  0.0945
H -2.09081 1.61703 -2.03012  0.1213
H -2.76520 0.63645 -0.73425  0.1154
H -3.83613 5.87589 0.16276  0.0845
H -5.57396 6.07997 -0.15827  0.1085
H -4.36493 6.07713 -1.40559  0.1019
C 1.13584 -4.62223 7.15311  -0.0479
C 1.65132 -3.17593 6.88566  -0.1658
O 1.42999 -2.82888 5.51051  0.0207
C 1.50677 -1.56793 5.09014  -0.5402
O 1.70315 -0.57076 5.76096  0.1311
O 1.34329 -1.59122 3.72568  -0.0005
C 1.53638 -0.39878 2.98829  -0.0361
H 1.30827 -4.83443 8.20825  0.0834
H 1.65621 -5.39593 6.58857  0.0766
H 0.08104 -4.70275 6.89038  0.0780
H 2.73921 -3.13010 6.93549  0.1364
H 1.02329 -2.52301 7.49179  0.1300
H 2.41209 -0.41392 2.33944  0.0675
H 1.71973 0.42519 3.67791  0.1084
H 0.62901 -0.26431 2.39948  0.0702
C -2.32255 -1.20668 3.51576  -0.0277
C -3.00914 -0.19683 2.52343  -0.2139
O -3.52604 0.96725 3.01760  0.0660
C -2.97172 2.17616 2.88305  -0.4585
O -2.04008 2.48315 2.11964  -0.0393
O -3.51434 2.97326 3.88215  -0.0056
C -3.18027 4.36239 3.99193  -0.0148
H -1.75455 -0.71962 4.30839  0.0790
H -1.65954 -1.95595 3.08316  0.0734
H -3.07291 -1.82858 4.00391  0.0806
H -3.78127 -0.76826 2.00828  0.1356
H -2.25076 0.15272 1.82288  0.0840
H -3.80015 4.76045 4.79530  0.1116
H -3.57830 4.80644 3.07951  0.0893
H -2.10128 4.50828 4.04280  0.0945
C 1.70299 0.51578 -7.73360  -0.0514
C 2.58521 -0.60069 -7.11108  -0.1697
O 2.42517 -0.43993 -5.66720  0.0236
C 3.28342 -1.05342 -4.85882  -0.6248
O 4.30457 -1.62431 -5.18030  0.1690
O 2.94294 -0.74749 -3.64953  0.0181
C 3.74332 -1.22911 -2.59974  -0.0417
H 0.66993 0.32565 -7.44251  0.0708
H 1.61327 0.47984 -8.81930  0.0843
H 2.13796 1.43352 -7.33780  0.0809
H 3.61878 -0.53539 -7.45102  0.1283
H 2.15212 -1.55858 -7.39913  0.1238
H 3.43129 -0.73663 -1.67877  0.0664
H 4.77548 -0.89634 -2.70926  0.1100
H 3.61623 -2.29351 -2.40225  0.1112
C 5.82634 -0.33469 0.84186  -0.0567
C 4.72279 0.40236 1.54423  -0.1836
O 5.08407 1.77855 1.97851  0.0694
C 4.30648 2.83991 1.80768  -0.5311
O 3.10901 2.79326 1.55701  0.0190
O 5.09904 3.93059 1.95151  0.0376
C 4.55600 5.17965 2.02719  -0.0764
H 5.39742 -1.25141 0.43721  0.0851
H 6.66499 -0.47102 1.52463  0.0926
H 6.31668 0.16776 0.00806  0.0892
H 4.47385 -0.15408 2.44783  0.1197
H 3.86701 0.40940 0.86917  0.0917
H 4.40055 5.60672 3.01793  0.1082
H 3.55368 5.22379 1.60113  0.0730
H 5.16381 5.87606 1.44953  0.1118
C -0.76910 -2.23382 -4.48546  -0.0507
C -0.95620 -3.51372 -3.70110  -0.1973
O -2.06975 -3.38879 -2.79254  0.0108
C -3.19402 -4.01663 -3.10304  -0.5921
O -3.36607 -4.72636 -4.02375  0.1911
O -4.09305 -3.52663 -2.17744  -0.0391
C -5.41941 -4.02993 -2.19170  -0.0497
H -1.70761 -1.95012 -4.96171  0.0909
H 0.11342 -2.21750 -5.12499  0.0788
H -0.61664 -1.44431 -3.74957  0.0483
H -0.09824 -3.71509 -3.05963  0.1201
H -1.08102 -4.35864 -4.37833  0.1277
H -5.90138 -3.81529 -3.14550  0.0984
H -6.06011 -3.56309 -1.44361  0.0932
H -5.40307 -5.10799 -2.03159  0.1023